Density functional theory data (the ωB97M-V functional and the def2-TZVPD basis) for 5 unconnected molecules or ions with the total composition C39H77FN2O20S2 at a distorted geometry.

Total charge   0
HOMO   -9.36 eV
Spin multiplicity   1
Structure (SMILES)   C=CC(=O)OCCCCCC[C@@](S)(O[C@@H](C[C@@H](C)F)[C@](N)(CCO)OCCNC[C@@H](C)O)S(C)(=O)=O.CCOC(=O)OC.CCOC(=O)OC.CCOC(=O)OC.CCOC(=O)OC

Cartesian coordinates (Å):
1 C 6.3222 5.5598 4.6725
2 C 5.0878 5.7124 3.8138
3 C 4.8970 4.8322 2.4210
4 O 4.3869 3.6017 2.5659
5 O 5.2517 5.3704 1.0957
6 C 6.7064 5.3111 0.8491
7 C 7.1151 4.2806 -0.4011
8 C 6.0134 3.0569 -0.4009
9 C 6.3971 1.9653 -1.5617
10 C 5.6433 0.4859 -1.3575
11 C 4.2533 0.6694 -0.5105
12 C 3.2958 -0.7027 -0.4938
13 S 4.3594 -2.1480 -1.0279
14 O 2.7594 -0.7837 0.8715
15 C 2.1025 -2.0689 1.1514
16 C 2.9858 -3.1209 2.0465
17 C 4.4648 -2.5864 2.5032
18 C 4.5072 -2.0513 4.0873
19 F 5.3614 -3.8029 2.4998
20 C 0.6366 -1.6678 1.8554
21 N 0.9757 -0.8200 3.0601
22 C -0.1672 -3.0579 2.1802
23 C -0.2275 -3.4175 3.8117
24 O -0.6022 -4.8133 4.0864
25 O -0.0242 -0.7817 0.8746
26 C -1.3562 -0.3515 1.3174
27 C -1.9155 0.8516 0.2982
28 N -3.4304 1.0767 0.4890
29 C -3.7553 2.5541 0.3183
30 C -5.3557 2.8923 0.2068
31 C -5.6634 4.4056 -0.4330
32 O -6.1338 1.9488 -0.6148
33 S 1.9572 -0.3492 -1.8105
34 C 0.9755 1.2195 -1.4508
35 O 1.0053 -1.5443 -2.0510
36 O 2.6710 -0.0868 -3.1942
37 H 6.8612 6.4696 5.1811
38 H 6.7387 4.4649 4.8816
39 H 4.2016 6.4444 4.1051
40 H 7.0312 6.4115 0.5414
41 H 7.3180 5.0403 1.8206
42 H 8.1663 3.7790 -0.1501
43 H 7.1986 4.8456 -1.4285
44 H 5.9423 2.6237 0.6848
45 H 4.9525 3.5079 -0.7073
46 H 6.1976 2.3234 -2.6642
47 H 7.5742 1.7777 -1.4988
48 H 5.4832 0.0871 -2.4709
49 H 6.4470 -0.1689 -0.7653
50 H 4.5593 0.8579 0.6250
51 H 3.6865 1.6099 -0.9203
52 H 4.1657 -2.2243 -2.4420
53 H 1.7856 -2.6665 0.1676
54 H 3.1767 -4.0938 1.3806
55 H 2.4499 -3.5142 3.0198
56 H 4.9727 -1.8246 1.7758
57 H 4.0397 -0.9817 4.1812
58 H 3.9531 -2.8839 4.7064
59 H 5.6562 -2.0810 4.4090
60 H 1.7164 -1.2384 3.6640
61 H 0.1626 -0.6583 3.6932
62 H 0.3659 -4.0078 1.6915
63 H -1.2773 -3.0944 1.8140
64 H -1.0908 -2.7345 4.2712
65 H 0.7605 -3.0991 4.3785
66 H -0.7574 -4.8316 5.0950
67 H -2.1877 -1.1937 1.2629
68 H -1.4054 0.1099 2.3912
69 H -1.8161 0.4363 -0.8117
70 H -1.2956 1.8278 0.4896
71 H -3.9058 0.6140 -0.3378
72 H -3.2037 2.9624 -0.6301
73 H -3.3298 3.1044 1.2604
74 H -5.8018 2.8926 1.3069
75 H -6.8297 4.5820 -0.4454
76 H -5.2071 5.2584 0.2343
77 H -5.2255 4.5061 -1.5341
78 H -6.0824 1.0490 -0.1589
79 H 1.5653 2.1410 -1.9056
80 H -0.1017 1.2188 -1.9095
81 H 0.9085 1.4128 -0.2783
82 C 13.8259 0.1699 -0.2761
83 C 12.7935 1.0617 -0.9458
84 O 11.8096 0.2806 -1.6339
85 C 10.8724 -0.3083 -0.8505
86 O 10.7976 -0.2252 0.3670
87 O 10.0486 -1.0320 -1.6480
88 C 9.0778 -1.7928 -0.9324
89 H 14.2674 -0.5201 -1.0027
90 H 14.6213 0.7700 0.1743
91 H 13.3738 -0.4443 0.5093
92 H 13.2885 1.6823 -1.6983
93 H 12.3181 1.7406 -0.2286
94 H 8.5013 -1.1616 -0.2489
95 H 9.5705 -2.6037 -0.3874
96 H 8.3882 -2.2328 -1.6581
97 C -5.4137 1.7626 -6.8142
98 C -6.6548 2.6152 -7.0202
99 O -7.5450 2.5041 -5.9035
100 C -7.1868 3.1971 -4.7943
101 O -6.1913 3.8964 -4.6736
102 O -8.1082 2.9560 -3.8292
103 C -7.7887 3.5431 -2.5696
104 H -5.6910 0.7258 -6.5969
105 H -4.7787 1.7826 -7.7042
106 H -4.8225 2.1169 -5.9637
107 H -7.1990 2.2519 -7.8967
108 H -6.3992 3.6639 -7.2101
109 H -7.5993 4.6167 -2.6667
110 H -6.9232 3.0356 -2.1330
111 H -8.6441 3.4039 -1.9028
112 C -10.1557 0.2717 -4.7207
113 C -8.8160 0.0887 -4.0269
114 O -8.9548 -0.7084 -2.8449
115 C -9.0935 -2.0420 -3.0473
116 O -9.1050 -2.6074 -4.1313
117 O -9.2486 -2.6392 -1.8399
118 C -9.5141 -4.0379 -1.9200
119 H -10.8978 0.6754 -4.0240
120 H -10.0605 0.9504 -5.5727
121 H -10.5502 -0.6822 -5.0853
122 H -8.4399 1.0651 -3.7084
123 H -8.0665 -0.3427 -4.7002
124 H -8.7542 -4.5546 -2.5145
125 H -10.5112 -4.2025 -2.3397
126 H -9.4939 -4.4465 -0.9059
127 C -3.9612 -6.9057 3.4608
128 C -3.5898 -5.4609 3.7507
129 O -4.6410 -4.5716 3.3555
130 C -5.7115 -4.5201 4.1863
131 O -5.8479 -5.1527 5.2235
132 O -6.6207 -3.6677 3.6521
133 C -7.8467 -3.6058 4.3778
134 H -4.2438 -7.0269 2.4099
135 H -3.1236 -7.5724 3.6837
136 H -4.8211 -7.2247 4.0585
137 H -2.7085 -5.1912 3.1618
138 H -3.3318 -5.3125 4.8055
139 H -7.6736 -3.3775 5.4341
140 H -8.3893 -4.5498 4.2699
141 H -8.4559 -2.8056 3.9484